No. 1
C4H4N2O2 in the gas phase. Source: the OMol25 dataset; level of theory: ωB97M-V with the def2-TZVPD basis set.

Last column: Mulliken charge in e.
Positions of all 12 atoms, in Å:
O (3.41791, -0.24591, -0.17473)  -0.52
C (2.22760, -0.38398, 0.05476)  0.07
C (1.20899, 0.73017, 0.03480)  -0.62
C (-0.10509, 0.30972, -0.02695)  0.78
N (-1.25703, 1.01952, 0.05655)  -0.12
N (-2.47629, 0.13284, -0.19291)  -0.39
C (-1.89159, -1.03951, 0.00163)  0.03
O (-0.51160, -0.94859, 0.02337)  -0.27
H (1.76645, -1.46119, 0.45481)  0.17
H (1.40916, 1.82014, -0.15568)  0.26
H (-1.35913, 2.08200, 0.12915)  0.25
H (-2.42939, -2.01522, -0.20481)  0.34

Results
HOMO level	-8.4862	eV
SMILES string	O=C/C=C1/NN=CO1
E	-11284.98804	eV
energy relative to the best compared isomer or geometry (same formula, charge and spin)	81.9	kcal per mole
orbital gap	0.3284	hartree

***

No. 2
C6H11N in the gas phase. Source: the OMol25 dataset; level of theory: ωB97M-V with the def2-TZVPD basis set.

Last column: Mulliken charge in e.
Positions of all 18 atoms, in Å:
C (-0.93331, -1.96810, -1.50952)  -0.74
C (0.25125, -1.68156, -0.98319)  -0.38
C (0.53356, -0.50126, -0.13506)  0.49
N (1.28138, -0.73259, 1.02321)  -0.53
C (0.09549, 0.70348, -0.51443)  -0.54
C (0.09513, 1.89662, 0.42423)  -0.40
C (-1.20110, 1.87527, 1.23952)  -1.12
H (-1.18687, -2.71780, -2.23614)  0.29
H (-1.77532, -1.43925, -1.07366)  0.28
H (1.14829, -2.26739, -1.17968)  0.32
H (2.18579, -0.31470, 1.17762)  0.19
H (1.37299, -1.71083, 1.26032)  0.24
H (-0.59710, 0.70582, -1.34842)  0.37
H (0.95280, 1.84150, 1.08403)  0.27
H (0.18520, 2.78787, -0.19757)  0.33
H (-1.10168, 2.24303, 2.27380)  0.33
H (-1.99009, 2.38851, 0.70981)  0.30
H (-1.41648, 0.85798, 1.59182)  0.31

Results
HOMO level	-8.0291	eV
SMILES string	C=C/C(N)=C/CC
E	-7888.91614	eV
energy relative to the best compared isomer or geometry (same formula, charge and spin)	37.2	kcal per mole
orbital gap	0.3332	hartree

***

No. 3
C18H21ClN2O4 in the gas phase. Source: the OMol25 dataset; level of theory: ωB97M-V with the def2-TZVPD basis set.

Last column: Mulliken charge in e.
Positions of all 46 atoms, in Å:
C (-1.55399, -2.88251, -0.65533)  -1.15
C (-0.82408, -2.47656, 0.61604)  -0.37
O (0.37536, -1.75633, 0.32655)  -0.24
C (1.45756, -2.46851, -0.00108)  -0.11
O (1.47358, -3.66955, -0.07305)  -0.63
C (2.66049, -1.58575, -0.29054)  0.73
C (2.44011, -0.83698, -1.61775)  -1.45
C (1.62131, 0.42745, -1.40111)  0.20
N (2.33689, 1.38859, -0.56056)  0.01
C (1.47606, 2.36300, 0.08502)  -0.14
C (0.72140, 3.21855, -0.93233)  -1.29
C (-0.69137, 2.68230, -0.93304)  0.56
O (-1.56656, 2.92536, -1.71581)  -0.61
N (-0.82848, 1.86869, 0.18847)  0.30
C (-2.02724, 1.19604, 0.53026)  0.17
C (-2.43797, 1.13092, 1.85591)  -0.38
C (-3.58842, 0.43244, 2.17721)  -0.75
C (-4.33683, -0.19167, 1.19457)  -0.50
C (-3.91925, -0.10862, -0.12440)  0.14
Cl (-4.83858, -0.88545, -1.36253)  -0.21
C (-2.76640, 0.57601, -0.46960)  -0.26
C (0.34949, 1.72406, 0.90838)  0.32
O (0.45229, 1.15074, 1.95901)  -0.60
C (3.34117, 0.77253, 0.29462)  -1.16
C (2.91982, -0.58751, 0.85160)  -0.65
H (-0.95355, -3.59374, -1.21726)  0.44
H (-1.74734, -2.01104, -1.27587)  0.19
H (-2.50122, -3.34661, -0.39736)  0.40
H (-0.56694, -3.36368, 1.20348)  0.44
H (-1.42468, -1.78977, 1.21692)  0.25
H (3.51045, -2.26343, -0.41107)  0.47
H (1.91986, -1.48473, -2.32583)  0.58
H (3.40465, -0.57673, -2.05405)  0.37
H (1.42124, 0.89840, -2.37056)  0.26
H (0.66029, 0.13209, -0.96145)  -0.15
H (2.10600, 2.96831, 0.74250)  0.76
H (1.15798, 3.17704, -1.92792)  0.34
H (0.68579, 4.26634, -0.62894)  0.39
H (-1.85777, 1.61145, 2.62602)  0.41
H (-3.90738, 0.37640, 3.20647)  0.40
H (-5.23428, -0.73467, 1.44405)  0.46
H (-2.45683, 0.63840, -1.49995)  0.53
H (4.25698, 0.66117, -0.29671)  0.40
H (3.56393, 1.44977, 1.12016)  0.51
H (2.01579, -0.45595, 1.44543)  0.15
H (3.70064, -0.96625, 1.51143)  0.50

Results
HOMO level	-8.6734	eV
SMILES string	CCOC(=O)C1CCN([C@H]2CC(=O)N(c3cccc(Cl)c3)C2=O)CC1
E	-42700.93809	eV
energy relative to the best compared isomer or geometry (same formula, charge and spin)	5.8	kcal per mole
orbital gap	0.3436	hartree

***

No. 4
An isolated ion of composition C23H30NO4 and charge +1. Source: the OMol25 dataset; level of theory: ωB97M-V with the def2-TZVPD basis set.

Last column: Mulliken charge in e.
Positions of all 58 atoms, in Å:
C (2.67110, -2.64896, 0.72578)  -1.06
N (1.75015, -1.55407, 1.10943)  0.67
C (2.45932, -0.27205, 0.81333)  -1.35
C (1.65987, 1.02995, 0.63510)  -0.02
C (0.81613, 1.55292, 1.80762)  -1.04
O (-0.27214, 0.70260, 2.10106)  -0.34
C (-1.47606, 1.39012, 2.46503)  -1.38
C (-2.05638, 2.16934, 1.31494)  0.61
C (-1.90209, 3.54823, 1.23810)  -0.19
C (-2.40351, 4.25055, 0.15559)  -0.70
C (-3.07248, 3.58170, -0.85433)  -0.34
C (-3.23573, 2.20725, -0.78152)  -0.97
C (-2.72151, 1.50276, 0.29254)  0.00
O (0.88075, 0.89957, -0.54790)  0.26
C (0.60924, 2.03002, -1.24727)  0.62
O (0.95314, 3.11425, -0.87598)  -0.60
C (-0.14805, 1.70813, -2.51033)  -1.15
C (-0.11294, 0.23998, -2.82993)  0.54
C (-1.22102, -0.56808, -2.61407)  -0.07
C (-1.16339, -1.92747, -2.87406)  -0.94
C (0.00743, -2.49621, -3.34651)  -0.47
C (1.11817, -1.69684, -3.56715)  -0.84
C (1.05716, -0.33777, -3.31191)  -0.20
C (1.43987, -1.66538, 2.56427)  -0.16
C (0.27450, -2.65070, 2.80835)  -0.56
O (0.21258, -3.61961, 1.79650)  -0.48
C (-0.16836, -3.05115, 0.56321)  -0.39
C (0.48340, -1.67390, 0.34428)  0.43
H (3.65197, -2.48162, 1.16790)  0.41
H (2.76985, -2.68591, -0.35773)  0.33
H (2.28152, -3.60084, 1.08180)  0.44
H (2.98550, -0.41657, -0.13391)  0.44
H (3.19690, -0.11514, 1.60324)  0.45
H (2.41545, 1.81282, 0.45512)  0.69
H (0.45419, 2.54241, 1.50944)  0.55
H (1.46029, 1.67269, 2.69130)  0.43
H (-2.15472, 0.59316, 2.77738)  0.46
H (-1.27676, 2.04566, 3.32051)  0.45
H (-1.40398, 4.08093, 2.03594)  0.42
H (-2.27655, 5.32041, 0.10579)  0.41
H (-3.47368, 4.12999, -1.69283)  0.46
H (-3.77827, 1.68785, -1.55844)  0.43
H (-2.84790, 0.43044, 0.34998)  0.37
H (0.28923, 2.30562, -3.31348)  0.53
H (-1.17452, 2.05478, -2.36529)  0.10
H (-2.13766, -0.12927, -2.25188)  0.34
H (-2.03652, -2.54230, -2.71749)  0.47
H (0.05038, -3.55355, -3.55850)  0.48
H (2.02853, -2.13119, -3.95315)  0.46
H (1.92072, 0.28466, -3.49839)  0.52
H (1.14236, -0.68900, 2.93887)  0.09
H (2.34327, -1.99645, 3.07788)  0.54
H (-0.67265, -2.10033, 2.86876)  0.30
H (0.42715, -3.18856, 3.74489)  0.40
H (-1.25916, -2.93275, 0.51880)  0.43
H (0.12868, -3.76981, -0.20329)  0.30
H (0.68190, -1.51513, -0.71508)  -0.47
H (-0.17466, -0.87816, 0.69769)  -0.13

Results
HOMO level	-12.0034	eV
SMILES string	C[N+]1(C[C@H](COCc2ccccc2)OC(=O)Cc2ccccc2)CCOCC1
net charge	+1
E	-34011.59112	eV
energy relative to the best compared isomer or geometry (same formula, charge and spin)	14.8	kcal per mole
orbital gap	0.3628	hartree

***

| no. | strongest force on any atom (Eh/bohr) |
| --- | --- |
| 1 | 0.0860 |
| 2 | 0.0316 |
| 3 | 0.0114 |
| 4 | 0.0215 |